77
Properties=species:S:1:pos:R:3:lowdin_charge:R:1 method="wB97M-V/def2-TZVPD" e_tot_ha=-86574.15011 e_lumo_ev=1.21 total_charge=-1 orbital_gap_ev=6.66
C -4.776 0.986 -0.266 -0.034
C -3.892 1.334 0.462 -0.124
C -2.654 1.645 1.191 -0.315
O -1.746 2.193 0.245 -0.111
B -0.873 1.156 -0.248 -1.144
I -1.601 -0.284 -1.896 0.624
O -0.702 0.290 0.950 -0.108
C -1.961 0.266 1.536 -0.358
C -1.780 -0.075 3.013 -0.152
C -1.504 -1.581 3.148 -0.703
C -0.080 -1.915 3.566 -0.140
Cl -2.727 -2.396 4.206 0.549
H -5.443 0.614 -1.003 0.027
H -2.841 2.288 2.048 0.091
H 0.220 1.515 -0.543 -0.032
H -2.662 -0.496 1.163 0.113
H -2.627 0.238 3.626 0.105
H -0.897 0.457 3.378 0.107
H -1.649 -2.029 2.165 0.064
H 0.010 -2.050 4.646 0.071
H 0.211 -2.867 3.118 0.062
H 0.580 -1.128 3.197 -0.049
C 2.594 3.074 -2.298 -1.599
Br 1.182 4.388 -2.287 0.607
Br 2.639 2.031 -0.694 0.598
Br 2.474 1.933 -3.840 0.583
H 3.529 3.616 -2.350 -0.074
C -6.034 -2.580 1.885 -1.595
Br -6.170 -0.688 1.569 0.692
Br -7.707 -3.504 1.585 0.517
Br -4.614 -3.324 0.823 0.576
H -5.776 -2.724 2.925 -0.041
C 2.269 -2.092 -3.134 -1.556
Br 3.603 -1.578 -4.440 0.577
Br 0.815 -3.043 -3.958 0.579
Br 3.060 -3.091 -1.698 0.556
H 1.859 -1.181 -2.710 -0.051
C -1.754 -5.715 0.323 -1.649
Br -0.631 -7.168 -0.272 0.555
Br -1.657 -5.477 2.231 0.563
Br -1.358 -4.080 -0.600 0.532
H -2.773 -5.986 0.086 -0.041
C -0.459 5.327 1.172 -1.602
Br -1.958 6.508 0.929 0.586
Br 1.158 6.315 1.557 0.515
Br -0.810 3.984 2.485 0.723
H -0.302 4.810 0.234 -0.073
C 5.922 5.223 -0.521 -1.611
Br 5.886 6.461 -1.993 0.557
Br 4.279 5.291 0.475 0.532
Br 6.331 3.437 -1.110 0.595
H 6.716 5.532 0.144 -0.030
C 2.926 9.611 -2.635 -1.646
Br 1.412 10.782 -2.841 0.569
Br 4.547 10.601 -2.303 0.553
Br 2.623 8.279 -1.289 0.531
H 3.058 9.096 -3.575 -0.029
C -11.782 -3.968 0.775 -1.642
Br -10.825 -2.979 -0.562 0.571
Br -13.404 -4.728 0.064 0.557
Br -10.687 -5.317 1.608 0.544
H -12.070 -3.271 1.548 -0.029
C 3.726 0.126 4.026 -1.615
Br 2.393 0.316 2.661 0.693
Br 4.849 -1.397 3.668 0.551
Br 4.752 1.739 4.264 0.572
H 3.216 -0.066 4.959 -0.026
C 6.937 -3.932 -0.795 -1.638
Br 5.965 -2.951 0.544 0.534
Br 6.740 -3.129 -2.530 0.546
Br 8.788 -4.162 -0.315 0.564
H 6.498 -4.918 -0.847 -0.028
C 3.440 -4.624 -6.066 -1.691
Br 4.539 -3.911 -7.474 0.558
Br 1.918 -5.574 -6.752 0.560
Br 4.462 -5.703 -4.846 0.556
H 3.063 -3.780 -5.506 -0.176

59
Properties=species:S:1:pos:R:3:nbo_charge:R:1 method="wB97M-V/def2-TZVPD" e_tot_ha=-1331.94019 e_lumo_ev="-14.74 / -14.75" total_charge=+4 orbital_gap_ev="5.29 / 5.28"
Nb -1.244 -0.007 0.010 1.977
C 3.172 3.275 -3.762 -0.686
C 2.293 2.523 -2.798 0.229
C 2.504 2.740 -1.401 -0.205
C 1.824 2.014 -0.472 -0.112
C 0.996 0.878 -0.861 -0.065
N 0.693 -0.139 0.048 -0.488
C 1.685 -0.619 0.923 0.095
C 3.013 -0.727 0.538 -0.159
C 3.974 -1.267 1.380 -0.167
C 3.652 -1.653 2.661 0.122
C 4.719 -2.336 3.478 -0.659
C 2.347 -1.455 3.136 -0.192
C 1.343 -0.977 2.254 0.129
N -0.023 -1.031 2.716 -0.167
C -0.441 -1.589 3.864 0.097
C -1.629 -0.994 4.291 -0.266
C -1.943 -0.073 3.286 0.027
N -1.074 -0.165 2.249 -0.453
C 0.697 0.790 -2.264 0.280
C 1.306 1.612 -3.228 -0.269
N -0.311 -0.118 -2.759 -0.197
C -0.242 -0.766 -3.965 0.124
C -1.409 -1.551 -4.076 -0.248
C -2.175 -1.254 -2.943 0.039
N -1.523 -0.385 -2.098 -0.447
H 4.064 3.653 -3.282 0.269
H 2.647 4.087 -4.260 0.298
H 3.504 2.583 -4.587 0.278
H 3.231 3.524 -1.106 0.289
H 1.979 2.232 0.571 0.263
H 3.209 -0.471 -0.492 0.237
H 5.019 -1.344 1.079 0.272
H 5.583 -2.477 2.833 0.251
H 4.461 -3.289 3.952 0.276
H 4.950 -1.658 4.314 0.273
H 2.135 -1.650 4.194 0.258
H 0.146 -2.339 4.395 0.286
H -2.216 -1.125 5.229 0.318
H -2.728 0.710 3.308 0.260
H 0.973 1.706 -4.270 0.279
H 0.569 -0.598 -4.675 0.293
H -1.699 -2.180 -4.928 0.318
H -3.184 -1.599 -2.752 0.259
N -2.857 -1.485 0.218 -0.864
C -4.252 -1.030 -0.223 -0.227
C -4.339 0.476 -0.603 -0.477
C -3.820 1.431 0.528 -0.265
N -2.449 1.852 0.247 -0.831
H -2.452 -2.137 -0.481 0.427
H -2.927 -2.040 1.072 0.449
H -4.915 -1.180 0.633 0.261
H -4.563 -1.697 -1.025 0.253
H -5.415 0.688 -0.760 0.311
H -3.930 0.752 -1.585 0.232
H -3.876 0.864 1.479 0.221
H -4.569 2.242 0.575 0.296
H -2.063 2.526 0.897 0.456
H -2.422 2.250 -0.699 0.441

14
Properties=species:S:1:pos:R:3:nbo_charge:R:1 method="wB97M-V/def2-TZVPD" e_tot_ha=-572.54300 e_lumo_ev=1.01 de_lowest_kcal_mol=60.9 orbital_gap_ev=9.34 smiles="C=N.CSC"
C 0.154 -4.272 3.707 -0.060
N 0.447 -5.488 4.157 -0.592
H 0.638 -3.388 4.191 0.167
H -0.660 -4.007 3.042 0.152
H -0.213 -6.212 3.794 0.333
C -1.368 2.225 -2.274 -0.793
S 0.159 1.902 -3.036 0.176
C 1.309 3.059 -1.986 -0.718
H -1.679 1.189 -2.254 0.229
H -2.024 2.830 -2.939 0.219
H -1.394 2.792 -1.251 0.230
H 1.130 4.047 -1.529 0.223
H 1.231 2.272 -1.188 0.219
H 2.271 3.053 -2.436 0.216

70
Properties=species:S:1:pos:R:3:nbo_charge:R:1 method="wB97M-V/def2-TZVPD" e_tot_ha=-32104.35740 e_lumo_ev=-4.22 total_charge=+1 orbital_gap_ev=6.84
C 3.780 2.765 -1.726 -0.612
C 5.179 2.238 -1.268 -0.417
C 5.030 1.343 -0.010 -0.407
C 5.973 1.672 1.200 -0.575
C 7.412 1.966 0.709 -0.612
P 5.198 3.054 2.091 1.375
O 4.752 4.239 1.075 -0.706
N 5.848 5.191 0.799 0.428
O 5.629 5.752 -0.174 -0.126
H 3.722 2.832 -2.814 0.228
H 3.032 2.054 -1.365 0.211
H 3.655 3.758 -1.290 0.207
H 5.805 3.120 -1.121 0.186
H 5.635 1.625 -2.049 0.224
H 5.195 0.288 -0.238 0.248
H 3.998 1.435 0.361 0.204
H 5.951 0.794 1.863 0.278
H 7.450 2.977 0.292 0.205
H 8.140 1.930 1.523 0.231
H 7.658 1.251 -0.078 0.245
H 4.039 2.506 2.621 0.057
H 6.077 3.464 3.103 0.025
Br 3.980 4.448 4.183 -0.029
C 2.140 4.409 4.852 -0.411
C 1.488 5.762 4.747 -0.469
Br 2.123 6.962 6.134 0.021
H 2.191 4.035 5.870 0.247
H 1.624 3.682 4.226 0.233
H 0.415 5.675 4.906 0.246
H 1.673 6.250 3.795 0.236
Br 4.410 -2.292 1.068 -0.015
C 2.598 -2.401 1.768 -0.453
C 1.870 -1.092 1.634 -0.431
Br 2.461 0.193 2.987 -0.055
H 2.678 -2.739 2.796 0.239
H 2.106 -3.167 1.172 0.249
H 0.807 -1.227 1.815 0.235
H 2.013 -0.620 0.667 0.244
Br -0.241 -1.240 -1.080 -0.005
C -0.998 0.244 -0.072 -0.450
C -1.290 1.430 -0.948 -0.448
Br 0.350 2.381 -1.394 -0.023
H -0.295 0.477 0.723 0.216
H -1.918 -0.145 0.359 0.230
H -1.909 2.149 -0.417 0.241
H -1.769 1.168 -1.886 0.245
Br -4.889 0.979 0.089 -0.020
C -4.970 -0.799 0.883 -0.442
C -4.928 -1.872 -0.172 -0.463
Br -6.630 -2.051 -1.089 0.005
H -5.868 -0.831 1.492 0.240
H -4.095 -0.867 1.528 0.219
H -4.743 -2.844 0.281 0.233
H -4.180 -1.684 -0.939 0.237
Br -2.514 -4.828 -3.515 -0.038
C -4.446 -4.954 -3.766 -0.435
C -4.921 -4.047 -4.868 -0.453
Br -4.981 -2.195 -4.279 -0.024
H -4.902 -4.734 -2.809 0.230
H -4.632 -5.990 -4.025 0.234
H -5.944 -4.292 -5.145 0.242
H -4.289 -4.079 -5.750 0.232
Br -8.805 -4.351 -4.193 -0.013
C -9.260 -5.621 -2.790 -0.448
C -8.134 -5.776 -1.805 -0.446
Br -6.697 -6.879 -2.523 -0.022
H -9.528 -6.552 -3.280 0.236
H -10.138 -5.204 -2.302 0.234
H -8.475 -6.300 -0.914 0.232
H -7.690 -4.828 -1.518 0.238

17
Properties=species:S:1:pos:R:3:nbo_charge:R:1 method="wB97M-V/def2-TZVPD" e_tot_ha=-686.71154 e_lumo_ev=0.28 de_lowest_kcal_mol=157.7 orbital_gap_ev=9.28
C 1.582 -1.507 0.153 -0.688
C 0.713 -0.510 -0.639 -0.198
C -0.425 0.080 -0.297 -0.120
C -1.006 1.308 -0.925 -0.207
C -0.911 1.815 -2.185 -0.381
C -1.284 -0.556 0.863 0.144
H 1.835 -1.162 1.493 0.246
H 2.753 -1.920 -0.496 0.246
H 0.857 -2.607 0.196 0.228
H 1.473 0.200 -1.282 0.206
H -1.737 1.735 -0.275 0.196
H -1.269 2.882 -2.519 0.228
H -0.156 1.252 -2.731 0.195
H -2.139 -1.130 0.283 0.180
H 0.990 0.763 2.952 0.070
N -0.986 -0.708 2.066 -0.607
S -0.289 0.063 3.342 0.262

8
Properties=species:S:1:pos:R:3:nbo_charge:R:1 method="wB97M-V/def2-TZVPD" e_tot_ha=-575.38304 e_lumo_ev=0.53 de_lowest_kcal_mol=27.3 orbital_gap_ev=10.51 smiles="C=C(F)F.I"
C -1.871 -0.109 0.429 -0.597
C -0.763 0.362 -0.041 0.756
F 0.128 1.162 0.459 -0.297
F -0.454 0.313 -1.353 -0.326
H -2.305 -0.140 1.385 0.235
H -2.406 -0.641 -0.314 0.230
I 3.083 -0.541 0.016 -0.104
H 4.588 -0.407 -0.580 0.103

62
Properties=species:S:1:pos:R:3:nbo_charge:R:1 method="wB97M-V/def2-TZVPD" e_tot_ha=-7218.55311 multiplicity=5 e_lumo_ev="-5.59 / -5.91" total_charge=+2 de_lowest_kcal_mol=10.0 orbital_gap_ev="7.47 / 7.25" s2=6.017
Fe -0.607 -0.858 1.075 1.020
S 0.800 -1.810 -0.688 -0.086
C 1.963 -2.192 0.619 -0.246
C 3.326 -2.108 0.339 -0.197
C 4.253 -2.423 1.316 -0.215
C 3.811 -2.831 2.570 -0.114
C 2.458 -2.908 2.851 -0.242
C 1.501 -2.588 1.886 -0.163
S -0.235 -2.695 2.344 -0.281
H 3.649 -1.805 -0.649 0.235
H 5.310 -2.364 1.099 0.239
H 4.529 -3.094 3.335 0.230
H 2.127 -3.222 3.831 0.242
N -5.385 -0.892 -0.897 -0.693
C -4.908 -1.993 0.041 -0.226
C -3.731 -1.521 0.876 -0.262
N -2.456 -1.528 0.166 -0.908
H -6.108 -1.233 -1.535 0.452
H -4.619 -0.511 -1.473 0.457
H -5.785 -0.108 -0.375 0.442
H -4.651 -2.837 -0.598 0.238
H -5.764 -2.265 0.655 0.251
H -3.652 -2.181 1.741 0.257
H -3.920 -0.520 1.274 0.207
H -2.504 -1.086 -0.750 0.390
H -2.109 -2.477 0.034 0.404
C -0.995 0.968 2.844 -1.092
Ge 0.638 1.414 1.785 1.155
C 2.241 0.917 2.735 -1.061
C 0.524 3.317 1.411 -1.049
Ge 0.821 0.485 -0.597 1.020
C -0.919 0.750 -1.477 -0.461
C -1.910 1.552 -0.907 -0.238
C -3.180 1.640 -1.474 -0.214
C -3.479 0.910 -2.618 -0.289
C -2.504 0.096 -3.194 -0.217
C -1.236 0.024 -2.632 -0.154
C 2.385 1.083 -1.512 -0.500
C 2.707 0.465 -2.721 -0.148
C 3.817 0.885 -3.439 -0.212
C 4.614 1.911 -2.949 -0.154
C 4.308 2.517 -1.740 -0.194
C 3.195 2.105 -1.021 -0.197
H -0.729 1.465 3.781 0.291
H -1.186 -0.071 3.130 0.230
H -1.895 1.441 2.454 0.237
H 2.329 1.550 3.619 0.258
H 3.115 1.069 2.103 0.257
H 2.209 -0.129 3.039 0.256
H 0.466 3.830 2.372 0.259
H -0.349 3.591 0.823 0.237
H 1.412 3.669 0.893 0.253
H -1.701 2.140 -0.021 0.224
H -3.914 2.318 -1.053 0.236
H -4.443 1.025 -3.101 0.238
H -2.724 -0.451 -4.102 0.246
H -0.495 -0.610 -3.104 0.230
H 2.115 -0.359 -3.103 0.206
H 4.067 0.407 -4.376 0.235
H 5.481 2.232 -3.509 0.237
H 4.939 3.307 -1.356 0.236
H 2.982 2.581 -0.072 0.207